(1)
{
  "formula": "H12O6",
  "method": "wB97M-V/def2-TZVPD",
  "total_charge": 0,
  "lumo_energy_ha": 0.0022,
  "homo_ev": -10.562,
  "smiles": "O.O.O.O.O.O",
  "elements": ["O", "H", "H", "O", "H", "H", "O", "H", "H", "O", "H", "H", "O", "H", "H", "O", "H", "H"],
  "xyz": [[-0.3093, -0.5260, 0.9726], [-0.0704, -0.2591, 0.0811], [-0.4505, 0.2772, 1.4658], [0.8083, -2.0733, -0.1640], [1.4669, -2.1011, -0.8782], [0.0079, -1.9096, -0.5929], [3.7965, -0.2663, -1.7222], [4.0970, 0.3332, -1.0653], [3.6060, -1.0304, -1.1594], [-4.7056, -1.8600, -0.6101], [-4.8143, -2.6950, -0.0435], [-4.1698, -1.3595, -0.0215], [1.8603, 0.2158, 1.8108], [1.4799, 0.2588, 2.6713], [2.7307, 0.6368, 1.9058], [-1.6462, 4.4739, -0.4718], [-0.9252, 4.2564, -1.1565], [-1.3900, 3.8795, 0.2717]]
}



(2)
{
  "formula": "H12O6",
  "method": "wB97M-V/def2-TZVPD",
  "total_charge": 0,
  "lumo_energy_ha": 0.0043,
  "homo_ev": -10.563,
  "smiles": "O.O.O.O.O.O",
  "elements": ["O", "H", "H", "O", "H", "H", "O", "H", "H", "O", "H", "H", "O", "H", "H", "O", "H", "H"],
  "xyz": [[-0.9532, -0.7526, 2.3813], [-0.3652, -0.7946, 3.0923], [-0.4852, -0.3836, 1.6143], [-1.3732, 0.2734, -2.3287], [-2.1402, 0.5354, -1.8497], [-1.2152, 0.9564, -2.9307], [0.2588, 0.3944, 0.1613], [0.0828, 1.3134, 0.1033], [0.0318, 0.0364, -0.6937], [2.4158, -1.5206, 1.5663], [1.9198, -0.8736, 1.1133], [2.7888, -2.0166, 0.8853], [-1.3322, 2.4504, 1.3403], [-1.9342, 3.1834, 1.2353], [-1.4242, 2.3464, 2.2523], [1.5738, -1.9016, -2.6457], [1.3588, -1.0526, -3.1077], [0.7928, -2.1946, -2.1887]]
}



(3)
{
  "formula": "H12O6",
  "method": "wB97M-V/def2-TZVPD",
  "total_charge": 0,
  "lumo_energy_ha": 0.0190,
  "homo_ev": -10.433,
  "smiles": "O.O.O.O.O.O",
  "elements": ["O", "H", "H", "O", "H", "H", "O", "H", "H", "O", "H", "H", "O", "H", "H", "O", "H", "H"],
  "xyz": [[0.2785, -0.8485, 1.5959], [-0.0426, -0.8294, 0.6874], [1.2284, -0.9851, 1.5062], [-3.8501, 1.6180, -1.3738], [-3.8548, 0.7976, -0.8680], [-4.7632, 1.7191, -1.6654], [-1.0288, -4.3743, -2.0786], [-0.1067, -4.0945, -2.0993], [-0.9933, -5.3145, -2.2876], [3.0303, -1.1023, 0.4248], [3.0906, -2.0641, 0.4394], [3.4793, -0.8269, 1.2320], [-0.3635, 3.2243, 0.9362], [-0.4432, 3.8576, 0.2140], [-0.6683, 3.7115, 1.7100], [1.9359, 1.7402, 0.2673], [2.0961, 2.0814, 1.1544], [0.9754, 1.6899, 0.2053]]
}



Energies in eV, measured from the most stable structure: (1) 1.620; (2) 0.000; (3) 0.275.



(1)
{
  "formula": "H12O6",
  "method": "wB97M-V/def2-TZVPD",
  "total_charge": 0,
  "lumo_energy_ha": 0.0158,
  "homo_ev": -11.049,
  "smiles": "O.O.O.O.O.O",
  "elements": ["O", "H", "H", "O", "H", "H", "O", "H", "H", "O", "H", "H", "O", "H", "H", "O", "H", "H"],
  "xyz": [[2.2758, -0.9491, -1.5960], [3.1459, -0.9917, -0.9345], [1.5750, -0.9997, -0.8851], [0.8837, -1.2683, 0.8477], [0.0070, -1.6928, 0.7013], [0.6922, -0.3730, 1.3353], [-1.8271, -2.0856, 0.4750], [-2.0887, -2.6101, 1.2723], [-2.3504, -1.2340, 0.5187], [-2.7310, 0.6128, 0.6917], [-1.8445, 1.0394, 0.9374], [-2.8968, 1.1432, -0.1957], [1.3997, 1.6595, -1.3894], [1.8604, 0.7844, -1.5958], [1.1184, 1.8712, -2.3388], [-0.0473, 1.4154, 0.8698], [0.3795, 2.2482, 1.2758], [0.4481, 1.4302, 0.0104]]
}



(2)
{
  "formula": "H12O6",
  "method": "wB97M-V/def2-TZVPD",
  "total_charge": 0,
  "lumo_energy_ha": 0.0035,
  "homo_ev": -10.767,
  "smiles": "O.O.O.O.O.O",
  "elements": ["O", "H", "H", "O", "H", "H", "O", "H", "H", "O", "H", "H", "O", "H", "H", "O", "H", "H"],
  "xyz": [[-0.9721, 0.6212, -0.5934], [-0.1748, 0.2607, -0.2156], [-0.9689, 0.1263, -1.5058], [1.3638, 0.4760, 4.1856], [2.0121, 0.3348, 3.5448], [1.7004, -0.1911, 4.8491], [3.0970, 0.3006, -4.5322], [2.2773, 0.1221, -4.0688], [3.3920, -0.6186, -4.9243], [1.5218, -1.1285, -0.1796], [1.0023, -0.6350, 0.4648], [0.8630, -1.7281, -0.5677], [-3.0484, -0.2496, -1.2642], [-3.6386, 0.5105, -1.1946], [-3.1167, -0.4772, -2.1660], [-1.8221, 0.2908, 2.5366], [-1.7060, -0.4446, 2.0001], [-2.7618, 0.2567, 2.5612]]
}



Energies in eV, measured from the most stable structure: (1) 0.000; (2) 2.025.



(1)
{
  "formula": "H28O14",
  "method": "wB97M-V/def2-TZVPD",
  "total_charge": 0,
  "lumo_energy_ha": -0.0233,
  "homo_ev": -7.423,
  "elements": ["O", "H", "H", "O", "H", "H", "O", "H", "H", "O", "H", "H", "O", "H", "H", "O", "H", "H", "O", "H", "H", "O", "H", "H", "O", "H", "H", "O", "H", "H", "O", "H", "H", "O", "H", "H", "O", "H", "H", "O", "H", "H"],
  "xyz": [[-9.9171, -5.1334, -0.9699], [-10.2673, -4.5084, -0.3351], [-10.5825, -5.1763, -1.6567], [-6.6555, -2.7719, 1.4299], [-6.8206, -2.0420, 2.0268], [-5.7103, -2.7508, 1.2806], [-8.7741, -5.9950, 2.9170], [-8.0837, -5.3361, 2.9901], [-9.4452, -5.5803, 2.3749], [-8.5360, -6.1380, 0.0517], [-9.2907, -5.6358, -0.2554], [-7.9100, -5.4757, 0.3443], [-8.1288, -0.9536, 0.5177], [-7.6497, -1.7801, 0.5769], [-7.6558, -0.4489, -0.1440], [-9.6159, -2.2641, 2.8205], [-9.0123, -2.5731, 2.1450], [-9.2063, -2.5241, 3.6456], [-10.1195, -2.1277, 0.0275], [-9.6710, -1.3005, 0.2033], [-9.7609, -2.7369, 0.6729], [-7.2488, -4.5598, 0.5878], [-6.9975, -4.3617, 1.4900], [-6.4744, -4.3412, 0.0695], [-8.8157, -2.7018, -1.5478], [-9.2841, -3.3524, -2.0709], [-9.2694, -2.6999, -0.7049], [-8.9403, -3.2690, 1.0679], [-8.0886, -3.5738, 0.7548], [-9.3680, -4.0564, 1.4046], [-11.2360, -3.5542, 2.5908], [-10.5846, -2.8547, 2.6419], [-11.2813, -3.9055, 3.4800], [-6.6131, -4.4847, 2.5996], [-6.7542, -5.1169, 3.3043], [-7.3458, -3.8734, 2.6753], [-11.6344, -3.9106, 0.4719], [-12.5699, -3.9259, 0.6743], [-11.2480, -3.3732, 1.1633], [-10.1703, -5.2106, 1.5656], [-10.8646, -4.8549, 2.1204], [-10.6235, -5.5143, 0.7791]]
}



(2)
{
  "formula": "H28O14",
  "method": "wB97M-V/def2-TZVPD",
  "total_charge": 0,
  "lumo_energy_ha": -0.0109,
  "homo_ev": -9.991,
  "elements": ["O", "H", "H", "O", "H", "H", "O", "H", "H", "O", "H", "H", "O", "H", "H", "O", "H", "H", "O", "H", "H", "O", "H", "H", "O", "H", "H", "O", "H", "H", "O", "H", "H", "O", "H", "H", "O", "H", "H", "O", "H", "H"],
  "xyz": [[-19.0100, -14.4940, 3.4730], [-18.7690, -14.1420, 2.6200], [-18.7520, -15.4150, 3.4550], [-18.0470, -11.6430, 4.2580], [-18.2080, -11.9310, 3.3760], [-17.7870, -12.3840, 4.8190], [-20.2370, -11.1920, 2.4090], [-19.6890, -10.8820, 1.6640], [-21.1090, -10.9420, 2.1370], [-21.3130, -13.2840, 4.2610], [-21.1620, -13.6860, 5.0940], [-20.5840, -13.5850, 3.7680], [-17.8950, -10.9750, 0.0310], [-18.1810, -11.2290, -0.8460], [-17.8730, -11.8240, 0.4510], [-15.1680, -10.6600, 5.8440], [-15.8880, -10.1360, 5.5920], [-14.4350, -10.0270, 5.8340], [-17.6930, -9.5550, 5.7920], [-18.0900, -10.3010, 5.3420], [-18.4210, -8.9610, 6.0080], [-17.8600, -13.4010, 6.4930], [-17.8090, -12.6970, 7.1060], [-16.9770, -13.7840, 6.5140], [-15.3040, -13.1590, 3.7750], [-15.7340, -14.0090, 4.0150], [-15.4590, -12.5980, 4.5140], [-18.3550, -8.9630, 2.7630], [-17.4390, -9.1960, 2.7960], [-18.8930, -9.6450, 3.1640], [-17.1060, -13.1290, 1.7590], [-16.5070, -13.7980, 1.4480], [-16.5480, -12.7710, 2.4780], [-17.4600, -11.2650, 8.0240], [-16.6820, -11.2580, 8.6450], [-17.0840, -10.9000, 7.2740], [-20.2720, -14.5610, 6.6140], [-20.0380, -15.3880, 6.2730], [-19.4700, -14.0670, 6.4810], [-20.3880, -10.9010, 5.7470], [-21.3140, -10.7220, 5.5130], [-20.0610, -11.4030, 4.9740]]
}



Energies in eV, measured from the most stable structure: (1) 22.532; (2) 0.000.



(1)
{
  "formula": "C2H5IN2O2",
  "method": "wB97M-V/def2-TZVPD",
  "total_charge": 0,
  "lumo_energy_ha": [-0.0210, -0.0210],
  "homo_ev": [-8.794, -8.794],
  "smiles": "C/C=N\\O.O=NI",
  "elements": ["C", "C", "N", "O", "H", "H", "H", "H", "H", "O", "N", "I"],
  "xyz": [[-0.2032, 0.6180, 0.9293], [0.0498, 0.1123, -0.4191], [-0.6064, -0.6559, -1.1745], [-1.6786, -1.2885, -0.7389], [0.3682, 0.0978, 1.7274], [-1.1320, 0.7093, 1.3923], [0.2816, 1.5794, 1.0546], [0.7868, 0.5401, -1.0748], [-1.9609, -0.9572, 0.1939], [-0.3458, -2.0509, -4.1432], [-1.1692, -1.3990, -3.6058], [-3.2424, -2.0835, -3.4966]]
}



(2)
{
  "formula": "C2H5IN2O2",
  "method": "wB97M-V/def2-TZVPD",
  "total_charge": 0,
  "lumo_energy_ha": 0.0201,
  "homo_ev": -9.071,
  "smiles": "O/N=N\\O.C=CI",
  "elements": ["O", "N", "N", "O", "H", "H", "C", "C", "I", "H", "H", "H"],
  "xyz": [[1.3889, -0.3398, -1.4591], [1.5644, 0.2414, -0.1863], [1.9727, -0.3924, 0.7517], [2.5063, -1.6811, 0.5594], [1.5508, 0.3108, -2.1629], [2.3494, -2.0274, 1.4222], [-1.4713, 0.6058, 0.1582], [-1.5775, -0.6966, 0.3171], [-3.1317, -1.8270, -0.4562], [-0.7267, 1.2137, 0.4999], [-2.2057, 1.1293, -0.3565], [-0.8337, -1.0521, 1.0051]]
}



Energies in eV, measured from the most stable structure: (1) 0.072; (2) 0.000.